(1)
Formula: C4H4O3
Source: the Open Molecules 2025 dataset
Level of theory: the ωB97M-V functional and the def2-TZVPD basis

Summary:
Frontier orbital gap = 0.3964 hartree
LUMO = 0.0183 Eh
Energy above the lowest of the compared OMol25 structures with the same formula, charge and spin = 80.5 kcal per mole
HOMO = -10.3 eV

The geometry in XYZ format:
```
11
Properties=species:S:1:pos:R:3:forces:R:3:lowdin_charge:R:1
O -1.57625 -1.54159 -0.54877 0.340 -0.964 -0.479 0.18
C -0.93893 -0.57828 -0.31130 -2.425 1.907 1.813 -0.26
O 1.29999 -0.46464 -1.00934 -0.351 1.357 0.344 0.04
C 1.62396 -0.60385 0.35577 2.214 -1.140 0.464 -0.08
C 0.35823 -0.08740 0.11988 1.602 -0.532 -1.440 -0.39
C -1.29706 0.90961 -0.06874 -3.200 0.885 -1.525 -0.08
O -0.02286 1.21506 0.36029 2.119 -0.976 0.353 0.06
H 2.30485 0.14414 0.73143 0.444 0.020 0.169 0.13
H 1.80717 -1.62332 0.63674 -0.002 -0.307 0.499 0.13
H -2.02830 1.14834 0.69143 -0.439 -0.289 0.215 0.13
H -1.53080 1.48192 -0.95739 -0.302 0.039 -0.413 0.13
```
Forces are in eV/Å.



(2)
Formula: C4H28N2O10
Source: the Open Molecules 2025 dataset
Level of theory: the ωB97M-V functional and the def2-TZVPD basis

Summary:
Spin multiplicity = 2
⟨S²⟩ = 0.759
Frontier orbital gap (spin up / spin down) = 0.3549 / 0.1540 hartree
LUMO (spin up / spin down) = -0.1212 / -0.3221 Eh
Energy above the lowest of the compared OMol25 structures with the same formula, charge and spin = 47.4 kcal per mole
Charge = +1
HOMO (spin up / spin down) = -13.0 / -13.0 eV

The geometry in XYZ format:
```
44
Properties=species:S:1:pos:R:3:forces:R:3:mulliken_spin:R:1
N -1.34150 1.96031 1.65611 -0.095 -1.873 1.151 0.61
C -1.73556 1.01834 2.67187 -3.145 2.097 -0.729 0.03
C -1.13068 -0.34319 2.62301 1.840 -4.567 -1.272 0.02
N -0.07271 -0.72080 1.81875 0.125 0.674 -0.805 0.02
C 0.33941 -2.12533 2.09747 -1.773 -0.768 -3.334 0.01
C 0.16995 -0.40074 0.31753 -1.392 -4.474 2.078 0.01
O -1.61509 -1.21597 3.34234 -0.029 2.092 0.210 0.31
H -1.77899 1.92870 0.73705 -0.577 0.047 -0.276 -0.01
H -0.35093 2.09232 1.60435 0.186 0.806 -0.124 -0.04
H -1.55108 1.33711 3.70058 0.339 0.386 -0.133 0.03
H -2.86101 0.82911 2.61269 1.544 0.472 -0.050 0.00
H -0.63725 -2.70770 2.19580 1.666 0.228 -0.194 0.00
H 0.92583 -2.23312 2.93493 1.025 0.039 2.222 0.00
H 0.96986 -2.50929 1.22269 -1.307 0.530 1.147 0.00
H 1.17590 -0.32543 0.08948 1.992 -0.118 0.080 0.01
H -0.23989 -1.32065 -0.24713 0.490 1.644 0.701 0.00
H -0.24441 0.44255 -0.02274 -2.151 3.149 -1.072 0.00
H 2.99162 3.61605 -1.56106 -0.108 -2.004 1.676 0.00
H 2.68464 2.91231 -0.17430 -1.460 1.170 4.526 0.00
O 2.97076 2.76169 -1.00328 1.505 0.646 -6.386 0.00
H -0.22082 -2.52257 -4.16429 0.484 -0.843 -0.011 0.00
H -0.74515 -1.21553 -3.88909 -0.648 -0.117 -0.346 0.00
O -1.01603 -2.02934 -4.34795 -0.119 1.065 0.329 0.00
H -3.57141 0.81780 -1.48805 -1.332 0.426 -1.473 0.00
H -3.17301 0.00963 -0.28822 0.318 0.849 -0.476 0.00
O -2.87801 0.76269 -0.87121 1.196 -0.887 2.113 0.00
H -0.74315 2.33256 -1.98837 -0.350 -1.207 -0.086 0.00
H 0.71798 2.62655 -1.37891 -1.231 -0.101 -0.992 0.00
O -0.08750 2.98731 -1.82766 1.484 1.375 1.148 0.00
H 1.52400 -3.63594 -2.69855 -0.149 0.680 -0.614 0.00
H 1.33764 -2.27393 -2.13995 0.240 0.910 0.767 0.00
O 1.29084 -2.72198 -2.97271 0.309 -1.599 -0.046 0.00
H 2.01094 2.94139 2.19796 0.410 -0.616 -0.531 0.00
H 1.15922 1.78741 1.66791 1.930 0.082 -0.201 0.00
O 2.06354 2.18564 1.56684 -1.793 0.382 0.971 0.00
H 2.63462 -1.93367 0.66820 0.523 0.316 0.420 0.00
H 3.31961 -0.86772 -0.29751 -0.265 -0.783 0.391 0.00
O 2.86485 -1.73173 -0.23533 0.191 0.333 -0.888 0.00
H -3.71865 -1.29302 1.84170 0.731 -0.619 -1.191 0.00
H -2.67944 -1.86547 0.63788 -1.928 1.035 1.268 0.00
O -3.42182 -1.22531 0.90200 1.156 -0.815 -0.042 0.00
H 1.09628 0.33497 -3.18714 1.299 0.760 0.835 0.00
H 2.19114 1.02852 -2.06282 -0.896 -0.374 -1.312 0.00
O 1.37548 0.50542 -2.26083 -0.237 -0.429 0.554 0.00
```
Forces are in eV/Å.



(3)
Formula: C4H7NO2
Source: the Open Molecules 2025 dataset
Level of theory: the ωB97M-V functional and the def2-TZVPD basis

Summary:
Frontier orbital gap = 0.3488 hartree
LUMO = 0.0321 Eh
Energy above the lowest of the compared OMol25 structures with the same formula, charge and spin = 77.6 kcal per mole
Structure (SMILES) = C=C1ONC[C@@H]1O
HOMO = -8.6 eV

The geometry in XYZ format:
```
14
Properties=species:S:1:pos:R:3:forces:R:3:lowdin_charge:R:1
O -0.87937 -0.34649 1.69731 -0.116 0.255 0.018 -0.02
C -0.13985 -0.63788 0.52842 0.192 -0.155 -0.218 -0.31
C -1.02501 -0.85331 -0.71171 -0.088 -0.124 0.060 -0.13
N -0.38622 -0.05680 -1.77309 -0.160 -0.043 -0.101 0.00
C 1.82839 0.97393 0.70876 -0.113 -0.009 -0.095 0.09
C 0.76068 0.49610 0.08003 0.148 0.010 0.235 -0.33
O 0.27706 1.02858 -1.07872 0.095 0.100 0.112 -0.06
H -1.21269 0.55812 1.61486 0.041 -0.161 0.102 0.10
H 0.44436 -1.52576 0.77702 -0.048 0.091 -0.085 0.15
H -1.04936 -1.89765 -1.03195 -0.033 0.139 0.055 0.12
H -2.04603 -0.53169 -0.47048 0.124 0.025 -0.024 0.12
H -1.09687 0.44647 -2.30025 0.114 -0.099 0.023 0.12
H 2.40129 1.79765 0.29827 -0.083 -0.090 0.057 0.07
H 2.12363 0.54875 1.66154 -0.074 0.059 -0.140 0.07
```
Forces are in eV/Å.



(4)
Formula: C4H10NO2S
Source: the Open Molecules 2025 dataset
Level of theory: the ωB97M-V functional and the def2-TZVPD basis

Summary:
Frontier orbital gap = 0.2373 hartree
LUMO = 0.1307 Eh
Energy above the lowest of the compared OMol25 structures with the same formula, charge and spin = 20.2 kcal per mole
Charge = -1
HOMO = -2.9 eV

The geometry in XYZ format:
```
18
Properties=species:S:1:pos:R:3:forces:R:3:lowdin_charge:R:1
C 1.58127 0.29507 0.53015 -0.136 -0.935 -0.673 -0.25
N 0.72547 -0.89614 0.59091 -0.313 -0.008 0.219 0.03
C 0.95509 -2.01623 -0.10851 -0.027 1.359 0.378 -0.39
O 0.19910 -2.97048 -0.16220 0.080 -0.440 -0.345 -0.02
C 1.20824 1.26585 -0.58927 -0.883 -0.343 0.695 -0.31
C -0.29339 1.58311 -0.60293 0.061 -0.068 0.587 -0.77
S -0.81122 2.35371 0.98012 -0.029 -0.021 -0.306 0.12
H 1.54539 0.80720 1.47951 -0.042 0.006 0.236 0.08
H 2.56894 -0.13158 0.34616 0.332 0.376 0.162 0.10
H -0.17096 -0.83447 1.05687 -0.006 0.251 0.054 0.13
H 1.91191 -1.88538 -0.64360 0.108 -0.711 -0.209 0.13
H 1.70091 2.18995 -0.28658 0.331 0.174 -0.726 0.08
H 1.47847 0.83980 -1.56043 0.459 0.249 -0.058 0.09
H -0.48988 2.18231 -1.49358 -0.139 0.270 0.085 0.03
H -0.87889 0.66272 -0.72139 0.185 -0.056 -0.186 0.00
H -1.56617 -2.09538 -1.00194 -0.002 -0.210 0.151 -0.01
H -2.43877 -0.90637 -1.39605 -0.026 -0.136 0.117 0.02
O -2.47779 -1.85506 -1.21910 0.049 0.242 -0.181 -0.07
```
Forces are in eV/Å.



(5)
Formula: CH4O3
Source: the Open Molecules 2025 dataset
Level of theory: the ωB97M-V functional and the def2-TZVPD basis

Summary:
Frontier orbital gap = 0.4263 hartree
LUMO = 0.0311 Eh
Energy above the lowest of the compared OMol25 structures with the same formula, charge and spin = 30.0 kcal per mole
Structure (SMILES) = O=CO.O
HOMO = -10.8 eV

The geometry in XYZ format:
```
8
Properties=species:S:1:pos:R:3:forces:R:3:lowdin_charge:R:1
O 0.51389 1.52730 0.26077 0.466 2.312 0.585 0.06
C 0.25782 2.18131 1.24958 -1.921 -5.868 -0.889 -0.32
O -0.76199 1.72675 2.06257 -0.300 1.691 1.607 0.01
H 0.83095 2.84651 1.84763 0.511 1.320 -0.076 0.13
H -1.40256 0.99013 1.95438 1.252 0.555 -1.227 0.13
H -0.29410 -3.15808 -3.05492 0.097 1.537 2.529 0.09
H 0.82356 -3.32436 -2.18296 0.900 -0.003 0.886 0.01
O 0.03243 -2.78957 -2.13706 -1.004 -1.543 -3.415 -0.10
```
Forces are in eV/Å.



(6)
Formula: C9H14O
Source: the Open Molecules 2025 dataset
Level of theory: the ωB97M-V functional and the def2-TZVPD basis

Summary:
Frontier orbital gap = 0.3408 hartree
LUMO = 0.0317 Eh
Energy above the lowest of the compared OMol25 structures with the same formula, charge and spin = 35.8 kcal per mole
Structure (SMILES) = Cc1ccc(O)cc1.CC
HOMO = -8.4 eV

The geometry in XYZ format:
```
24
Properties=species:S:1:pos:R:3:forces:R:3:lowdin_charge:R:1
C 1.72239 -1.84552 -1.30720 0.426 0.988 -1.632 -0.21
C 1.69438 -2.71846 -0.09415 0.490 -1.225 2.412 -0.22
H 1.76272 -2.52091 -2.21363 0.359 0.930 0.813 0.08
H 0.83239 -1.23398 -1.46779 -0.007 0.061 0.159 0.04
H 2.63859 -1.13002 -1.28416 -1.622 -1.239 -0.240 0.09
H 1.36217 -3.79172 -0.29950 0.309 1.525 0.311 0.08
H 2.76788 -2.74196 0.17268 -0.466 -0.723 0.307 0.05
H 1.19699 -2.36960 0.90363 0.474 -0.270 -2.105 0.08
C 1.00468 1.07765 1.91274 -0.630 3.561 0.512 -0.06
C -2.12451 1.06057 -0.98098 -0.885 1.843 -0.080 -0.28
C -2.28814 0.48047 0.27857 -0.633 -0.569 0.057 -0.06
C -1.11012 2.04449 -1.12513 -1.340 -0.519 -1.339 -0.02
C -1.29621 0.50797 1.21362 1.557 0.965 -0.447 -0.05
C -0.07492 2.07090 -0.20792 1.600 0.571 0.614 -0.07
C -0.12711 1.27351 0.90103 -0.518 -2.062 2.610 -0.29
O -3.16032 0.95697 -1.94722 0.594 -1.427 1.258 -0.01
H -3.23623 0.09582 0.63646 -0.191 -0.454 -0.708 0.11
H -3.61059 0.07210 -1.78434 0.816 1.750 -0.280 0.13
H -1.23370 2.79389 -1.93104 0.445 -0.810 0.307 0.13
H -1.39634 -0.03521 2.16769 0.093 0.477 -0.544 0.12
H 0.88534 2.67003 -0.23261 -1.541 -0.304 -0.670 0.13
H 1.82816 1.79999 1.72996 0.122 -1.141 -0.445 0.08
H 1.20155 0.05882 2.00779 1.111 -1.549 -0.127 0.04
H 0.76097 1.42420 2.95149 -0.563 -0.378 -0.745 0.09
```
Forces are in eV/Å.



Among the records above, which one has the lowest energy above the lowest of the compared OMol25 structures with the same formula, charge and spin? C4H10NO2S